{"formula": "C9H17Br2", "method": "ωB97M-V/def2-TZVPD", "total_energy_ev": -149693.3501, "largest_force_ev_per_a": 0.89, "spin_multiplicity": 2, "e_lumo_ev": [0.80, -3.58], "homo_lumo_gap_ev": [10.68, 6.29], "homo_ev": [-9.88, -9.88], "symbols": ["Br", "Br", "C", "C", "C", "C", "C", "C", "C", "C", "C", "H", "H", "H", "H", "H", "H", "H", "H", "H", "H", "H", "H", "H", "H", "H", "H", "H"], "coordinates": [[3.143, -3.874, -2.461], [-0.664, -2.059, -0.864], [-1.704, 1.346, 1.386], [-1.822, 0.007, 0.656], [-2.289, -1.030, 1.679], [-0.485, -0.272, -0.111], [-0.260, 0.714, -1.272], [1.047, 0.474, -2.034], [2.271, 0.521, -1.130], [2.094, -0.368, 0.106], [0.734, -0.162, 0.792], [-1.330, 2.136, 0.730], [-2.665, 1.656, 1.794], [-1.011, 1.246, 2.226], [-2.605, 0.094, -0.110], [-2.433, -2.013, 1.214], [-1.596, -1.111, 2.522], [-3.254, -0.711, 2.047], [-1.129, 0.678, -1.925], [-0.256, 1.734, -0.855], [1.030, -0.501, -2.529], [1.111, 1.217, -2.824], [3.148, 0.181, -1.694], [2.440, 1.562, -0.830], [2.289, -1.404, -0.179], [2.858, -0.100, 0.837], [0.720, 0.859, 1.181], [0.617, -0.820, 1.649]], "nbo_charge": [-0.002, -0.025, -0.608, -0.252, -0.613, 0.041, -0.448, -0.404, -0.397, -0.399, -0.466, 0.205, 0.217, 0.202, 0.207, 0.226, 0.202, 0.213, 0.217, 0.207, 0.210, 0.211, 0.214, 0.191, 0.210, 0.210, 0.214, 0.218]}